A cluster of 6 separate species, C35H35F46NO10PS in total. Source: OMol25; level of theory: ωB97M-V/def2-TZVPD.

LUMO energy in eV: -4.708
Total charge: +1

Geometry as XYZ:
```
129
Properties=species:S:1:pos:R:3:mulliken_charge:R:1
S -0.428 1.496 2.019 -0.250
P 1.096 0.443 1.495 0.386
F 1.277 -4.596 -0.616 -0.198
F -4.080 6.094 -9.606 -0.294
F -6.650 7.180 -4.752 -0.328
F 6.755 -3.337 5.184 -0.251
F -3.839 5.258 -7.628 -0.253
F 2.348 -8.483 5.383 -0.300
F -0.030 -4.702 -3.143 -0.309
F 4.086 -1.027 3.810 -0.138
F 5.716 -5.111 3.378 -0.277
F -4.165 4.695 1.570 -0.192
F 5.946 -10.519 7.049 -0.327
F -7.246 3.298 0.570 -0.328
F -0.401 6.353 -6.113 -0.187
F -3.770 5.792 -0.642 -0.301
F 7.822 -3.397 3.296 -0.327
F 0.155 -2.588 -3.348 -0.255
F -7.345 5.782 -6.264 -0.283
F -6.331 4.579 -4.023 -0.246
F -6.329 3.912 -7.992 -0.210
F -2.670 3.244 0.025 -0.215
F 0.932 9.298 -4.115 -0.282
F -5.062 4.188 -5.744 -0.247
F 0.059 9.127 -6.445 -0.199
F 4.332 -2.593 6.178 -0.158
F 4.317 -3.487 3.737 -0.058
F -5.275 2.431 0.275 -0.263
F 2.027 -5.764 5.735 -0.239
F 0.141 7.946 -8.267 -0.265
F -5.629 3.583 2.729 -0.279
F 2.929 -8.840 7.774 -0.195
F 4.467 0.732 5.013 -0.324
F 5.666 -8.373 7.221 -0.257
F 0.692 8.524 -2.113 -0.296
F -1.267 4.635 -0.889 -0.271
F 3.687 -6.499 6.939 -0.220
F -4.793 3.420 -9.455 -0.258
F 2.758 -1.087 6.223 -0.247
F -1.593 9.766 -3.091 -0.270
F 2.862 -7.346 3.614 -0.251
F -3.232 5.421 -2.699 -0.303
F 3.003 -2.657 -0.207 -0.212
F 2.713 -1.869 -2.175 -0.275
F 1.535 5.975 -7.025 -0.346
F 2.289 -4.263 -2.450 -0.314
F -1.683 8.323 -4.716 -0.201
F 4.329 -9.822 9.116 -0.274
O 4.499 -8.192 4.810 -0.345
O 6.057 -0.763 4.867 -0.401
O 0.695 7.088 -3.775 -0.345
O -4.705 4.089 -1.765 -0.338
O 0.762 -0.451 -1.451 -0.338
O -1.229 -3.425 -0.400 -0.344
O -1.393 -4.826 3.032 -0.436
O -5.554 6.642 -8.076 -0.404
O -0.211 -2.163 2.606 -0.473
O -2.342 -3.432 -2.287 -0.486
N 0.485 -1.111 0.682 0.498
C 5.529 -3.783 3.204 0.149
C 4.102 -1.265 6.192 0.174
C -1.254 -6.745 1.488 -0.832
C -2.383 3.903 -1.116 0.308
C 4.685 -9.481 5.386 -0.742
C 1.056 -1.251 -0.682 -0.555
C 6.591 -1.470 3.753 -0.739
C -1.228 8.517 -3.458 0.450
C -1.537 -6.245 2.943 -0.278
C -0.062 -4.530 3.382 -0.174
C 1.405 -3.708 -1.607 0.430
C 0.081 -3.559 -2.432 0.922
C 1.537 6.964 -4.914 -0.790
C -5.934 3.609 0.388 0.863
C 0.290 8.362 -3.393 0.711
C 5.036 -9.520 6.885 0.890
C -4.761 5.605 -8.548 0.776
C 3.877 -9.801 7.840 0.061
C 0.835 6.877 -6.281 0.932
C -1.202 -3.453 -1.580 0.120
C 0.766 8.174 -7.087 0.056
C 0.097 -3.026 3.707 -0.424
C -5.840 4.370 -0.948 -0.756
C -5.402 7.041 -6.721 -0.751
C -5.599 4.413 -9.010 0.153
C 3.246 -7.612 4.889 0.740
C 3.276 -6.301 5.674 0.676
C -3.543 4.808 -1.529 0.676
C 0.778 -2.237 1.628 -0.605
C 2.059 -2.364 -1.125 1.051
C -5.493 5.165 -4.922 0.592
C 4.687 -0.598 4.947 0.645
C -6.230 6.268 -5.677 0.783
C 6.659 -3.004 3.880 0.797
C -5.474 4.367 1.634 0.088
H -0.867 -6.787 3.641 0.239
H 1.919 1.170 0.600 0.171
H 6.140 -1.152 2.812 0.321
H -2.956 -2.823 -1.843 0.413
H -2.563 -6.558 3.210 0.368
H -5.781 8.063 -6.701 0.453
H -0.237 -6.457 1.164 0.132
H -6.279 4.705 -9.813 0.257
H -4.641 5.565 -4.373 -0.088
H 3.872 -10.163 5.133 0.322
H 7.625 -1.129 3.696 0.417
H -1.322 -7.844 1.496 0.440
H 3.417 -10.770 7.628 0.290
H -0.614 -2.799 4.521 0.398
H 2.344 7.697 -4.907 0.349
H 3.949 -5.581 5.204 -0.289
H 2.031 6.002 -4.774 0.382
H 4.539 -0.845 7.100 0.270
H 1.767 8.558 -7.303 0.267
H -6.684 4.027 -1.547 0.431
H -2.168 3.167 -1.895 0.239
H -2.025 -6.280 0.849 0.201
H -6.062 5.276 1.782 0.280
H -4.352 7.127 -6.437 0.373
H 0.623 -4.836 2.553 0.083
H -1.724 7.799 -2.800 0.023
H 5.556 -9.881 4.867 0.392
H 1.102 -2.824 4.140 0.089
H -0.541 -0.991 0.597 0.590
H 0.745 -3.242 1.173 0.058
H 0.302 -5.072 4.276 0.504
H 1.770 0.076 2.692 0.031
H -6.001 5.441 -0.828 0.359
H 1.778 -2.136 2.107 0.637
H 5.502 -3.584 2.129 0.205
```

***

A cluster of 9 separate species, C35H35FN8O11 in total. Source: OMol25; level of theory: ωB97M-V/def2-TZVPD.

LUMO energy in eV: -0.979
SMILES: O=[N+]([O-])c1ccccc1.O=[N+]([O-])c1ccccc1.O=[N+]([O-])c1ccccc1.O=[N+]([O-])c1ccccc1.O=C1OC[C@@H](F)O1.CC#N.CC#N.CC#N.CC#N

Geometry as XYZ:
```
90
Properties=species:S:1:pos:R:3:mulliken_charge:R:1
F -17.981 4.471 -10.055 -0.283
O -16.837 8.473 -8.069 -0.554
O -21.655 6.485 -10.555 -0.664
O -14.173 1.910 -11.830 -0.632
O -16.033 2.838 -11.119 -0.255
O -16.852 -1.615 -10.513 -0.600
O -21.833 3.853 -8.737 -0.643
O -19.458 6.883 -10.778 -0.422
O -14.702 8.668 -7.843 -0.580
O -19.988 4.809 -11.021 0.323
O -18.728 -1.910 -9.603 -0.627
O -21.480 1.959 -7.867 -0.671
N -18.027 -1.359 -10.380 1.114
N -15.071 2.063 -11.024 0.791
N -15.781 5.464 -12.809 -0.508
N -25.151 3.591 -9.701 -0.499
N -18.583 4.752 -14.426 -0.296
N -21.190 3.100 -8.060 1.154
N -23.515 8.877 -14.988 -0.447
N -15.715 8.759 -8.533 0.967
C -14.243 0.147 -9.704 -0.489
C -19.750 5.099 -7.569 -0.313
C -19.047 2.840 -6.845 -0.336
C -14.553 9.658 -10.516 -0.351
C -20.496 6.095 -10.803 0.342
C -18.644 5.636 -6.931 -0.873
C -17.993 0.176 -12.373 -0.363
C -14.506 9.842 -11.893 -0.547
C -19.305 5.440 -15.001 0.444
C -17.749 4.734 -6.353 -0.263
C -22.533 8.345 -12.716 -0.124
C -18.600 4.805 -11.217 1.258
C -18.655 -0.338 -11.237 -0.254
C -15.606 4.601 -13.589 0.576
C -18.328 6.273 -11.393 -0.703
C -15.602 9.709 -12.686 -0.495
C -23.083 8.657 -13.946 0.193
C -16.160 1.321 -8.922 0.617
C -19.957 3.699 -7.526 0.146
C -16.207 0.421 -7.855 -0.282
C -18.554 1.234 -13.148 -0.497
C -14.337 -0.751 -8.682 -0.500
C -15.145 1.184 -9.888 -0.377
C -15.296 -0.584 -7.704 -0.757
C -16.857 9.432 -12.104 -0.325
C -20.281 6.372 -15.675 -0.960
C -19.857 0.267 -10.905 -0.153
C -16.875 9.132 -10.752 -0.082
C -23.400 3.849 -11.603 0.205
C -20.443 1.333 -11.635 -0.352
C -24.389 3.718 -10.547 0.249
C -15.367 3.506 -14.526 -0.693
C -17.899 3.359 -6.312 -0.537
C -15.723 9.194 -9.940 -0.198
C -19.754 1.815 -12.753 -0.333
H -18.348 6.483 -12.462 0.109
H -17.068 2.707 -6.091 0.451
H -15.401 -1.249 -6.860 0.398
H -17.959 1.612 -13.966 0.373
H -17.396 6.648 -10.970 0.332
H -19.204 1.772 -6.887 0.479
H -20.228 6.265 -16.758 0.355
H -21.333 1.871 -11.346 0.283
H -16.113 2.719 -14.410 -0.023
H -14.378 3.075 -14.372 0.326
H -23.701 4.396 -12.497 0.469
H -22.734 9.231 -12.114 0.314
H -15.581 9.905 -13.748 0.409
H -20.340 0.108 -9.953 0.462
H -20.014 7.352 -15.280 0.251
H -21.452 8.257 -12.821 -0.049
H -13.680 -1.608 -8.681 0.387
H -20.108 2.626 -13.372 0.368
H -13.511 -0.032 -10.478 0.446
H -22.425 4.151 -11.219 -0.599
H -15.484 3.927 -15.525 0.386
H -17.792 9.456 -12.644 0.499
H -16.824 2.171 -8.891 0.312
H -20.475 5.783 -7.984 0.484
H -16.946 0.430 -7.068 0.307
H -13.602 10.167 -12.388 0.373
H -18.308 4.112 -12.006 -0.298
H -13.701 9.839 -9.878 0.457
H -22.989 7.431 -12.335 0.133
H -16.784 5.133 -6.075 0.396
H -16.984 -0.191 -12.490 0.412
H -17.881 9.107 -10.359 0.449
H -21.333 6.232 -15.426 0.263
H -23.310 2.831 -11.982 0.307
H -18.410 6.677 -7.098 0.446
```

***

A structure of composition C35H35GdN3O3P2. Source: OMol25; level of theory: ωB97M-V/def2-TZVPD.

Multiplicity: 8
LUMO energy (alpha / beta) in eV: -2.631 / -4.547
Total charge: +1

Geometry as XYZ:
```
79
Properties=species:S:1:pos:R:3:mulliken_charge:R:1
Gd 0.232 -0.634 -1.000 0.154
P 2.315 -1.623 0.519 1.468
P 1.448 1.863 -0.722 1.373
O -1.002 -1.413 -3.121 -0.100
O -1.316 -1.799 0.381 -0.802
O -0.944 2.462 1.941 -0.704
N -1.000 0.427 0.842 0.616
N 1.541 -0.804 -2.500 0.365
N -2.345 -0.733 2.224 0.126
C -3.854 1.144 2.405 -0.135
C -1.222 0.981 6.802 -0.441
C 1.023 -0.328 -4.829 0.226
C 2.829 -4.255 -2.232 -0.766
C 1.387 -2.700 -4.021 -0.176
C 1.475 0.112 -3.593 1.117
C 1.865 -2.154 -2.834 1.399
C 0.890 0.554 -5.905 -1.200
C 2.702 -2.896 -1.962 -0.005
C 1.746 2.313 -4.483 -0.785
C -1.394 1.326 1.810 -1.176
C 1.796 -3.166 1.336 -1.294
C -2.446 0.636 2.695 3.787
C 2.276 -4.847 -3.380 -1.079
C -2.238 1.942 4.831 -0.088
C -1.570 -0.785 1.109 -0.379
C -4.167 1.637 1.135 -0.413
C -2.013 0.743 4.147 -0.822
C 3.440 -2.231 -0.802 -1.222
C -1.196 -1.864 -4.233 -0.149
C 1.232 1.891 -5.710 -1.039
C -1.854 2.054 6.168 -0.862
C -6.158 1.393 3.092 -0.839
C 0.319 3.242 -1.109 -1.316
C -1.350 -0.321 4.759 -0.453
C 1.935 1.437 -3.421 0.216
C 1.588 -4.055 -4.304 -1.143
C -4.848 1.001 3.379 -0.273
C -6.474 1.909 1.832 -0.493
C 2.607 1.885 -2.136 -1.142
C 0.805 -1.794 -5.073 -1.805
C 3.446 -0.873 1.741 -1.458
C 2.372 2.566 0.692 -1.182
C -0.962 -0.202 6.101 -0.870
C -5.482 2.028 0.856 -0.808
H 3.659 -1.628 2.517 0.496
H 2.833 3.521 0.377 0.469
H 1.465 -2.012 -5.907 0.868
H -0.245 3.013 -2.022 0.346
H -2.721 2.770 4.307 0.512
H 2.912 2.928 -2.235 0.585
H 0.914 4.157 -1.251 0.436
H -3.392 1.738 0.369 0.354
H 2.289 -3.219 2.315 0.462
H -2.058 2.985 6.696 0.397
H 0.566 0.235 -6.894 0.507
H 4.370 -0.532 1.242 0.406
H -2.998 -1.488 2.430 0.326
H 3.141 1.850 1.028 0.282
H -7.497 2.207 1.610 0.397
H 2.927 -0.009 2.192 0.317
H 1.248 -4.529 -5.230 0.487
H 0.221 -2.139 -5.843 1.418
H -0.919 1.073 7.845 0.406
H 2.436 -5.925 -3.535 0.375
H 0.706 -3.149 1.475 0.297
H 1.133 2.626 -6.512 0.373
H -1.156 -1.243 4.201 0.410
H -5.713 2.424 -0.134 0.412
H -6.915 1.288 3.865 0.407
H 1.649 2.728 1.514 0.248
H 4.060 -2.995 -0.316 0.489
H 3.460 1.244 -1.869 0.296
H -0.389 3.362 -0.275 0.285
H -4.587 0.598 4.360 0.440
H 2.082 3.346 -4.352 0.428
H 4.042 -1.371 -1.141 0.447
H -0.462 -1.043 6.580 0.416
H 3.443 -4.849 -1.548 0.429
H 2.063 -4.031 0.719 0.346
```